Record 1
140
Properties=species:S:1:pos:R:3:mulliken_charge:R:1 method="wB97M-V/def2-TZVPD" multiplicity=1
C -0.27 -5.36 -2.50 -1.0261
C -0.88 -4.73 -1.21 -0.8356
C 0.04 -3.73 -0.61 0.1986
C -0.42 -3.30 0.88 -0.3899
P 0.70 -2.18 1.84 1.1672
C -0.33 -0.80 2.58 0.4328
C -1.12 -1.48 3.73 -1.6338
C -2.01 -0.37 4.41 -0.2182
C -1.21 0.59 5.39 -1.1397
C 2.14 -1.56 0.77 -0.6583
C 3.43 -1.33 1.53 -0.3675
C 4.62 -1.04 0.54 -0.6034
C 5.71 -0.29 1.30 -1.6204
C 1.37 -3.35 3.11 -1.8643
C 2.28 -4.59 2.67 -0.3212
C 2.17 -5.72 3.80 -0.5579
C 2.84 -5.40 5.10 -1.2001
H 0.04 -4.55 -3.16 0.0326
H -0.77 -6.14 -3.08 0.4296
H 0.70 -5.83 -2.31 0.3110
H -1.19 -5.50 -0.51 0.5387
H -1.79 -4.20 -1.49 0.1692
H 0.32 -2.87 -1.23 -2.0975
H 0.91 -4.38 -0.59 0.5473
H -0.59 -4.28 1.33 1.3155
H -1.40 -2.81 0.79 -0.7239
H -0.91 -0.34 1.78 -0.0205
H 0.46 -0.13 2.92 1.0592
H -0.52 -1.99 4.47 0.7378
H -1.81 -2.26 3.41 0.3581
H -2.81 -0.84 4.96 0.5952
H -2.59 0.19 3.67 -0.0054
H -0.30 0.89 4.86 0.0795
H -0.89 0.07 6.29 0.4023
H -1.77 1.50 5.64 0.3605
H 1.86 -0.58 0.39 -0.6079
H 2.03 -2.24 -0.07 0.9047
H 3.60 -2.30 1.99 0.4885
H 3.45 -0.56 2.30 0.4104
H 4.26 -0.61 -0.39 0.4157
H 5.00 -1.95 0.06 0.4704
H 6.57 -0.10 0.67 0.3718
H 6.04 -0.97 2.09 0.4414
H 5.45 0.62 1.83 0.3585
H 0.44 -3.65 3.58 0.9341
H 1.87 -2.78 3.90 0.6818
H 3.29 -4.24 2.43 0.4933
H 1.83 -4.90 1.73 0.1400
H 2.50 -6.69 3.43 0.4861
H 1.11 -5.78 4.07 0.2839
H 2.80 -4.36 5.41 0.2952
H 3.84 -5.82 5.06 0.2950
H 2.39 -5.94 5.94 0.3579
C 3.03 3.84 -1.20 -0.5688
C 1.95 4.81 -1.70 -0.7862
C 1.20 4.34 -2.87 -1.0981
C 0.36 3.12 -2.65 1.1744
N -0.45 2.54 -3.88 1.2060
C -1.27 3.68 -4.53 -0.6831
C -2.21 2.91 -5.45 -0.9221
C -2.28 1.48 -4.85 -0.7434
C -1.42 1.49 -3.58 0.5667
C 0.61 1.97 -4.80 -0.2496
H 3.67 3.38 -1.96 0.3372
H 2.60 3.03 -0.62 -0.0735
H 3.68 4.27 -0.44 0.4863
H 2.43 5.77 -1.87 0.4599
H 1.25 5.03 -0.89 0.3188
H 1.84 4.26 -3.76 0.1340
H 0.58 5.21 -3.10 0.3378
H -0.46 3.32 -1.96 0.4552
H 0.88 2.27 -2.22 -1.6982
H -0.65 4.44 -4.99 0.5162
H -1.79 4.11 -3.68 0.3287
H -1.71 2.88 -6.41 0.3479
H -3.11 3.49 -5.65 0.4966
H -2.04 0.65 -5.52 0.5342
H -3.33 1.34 -4.56 0.1303
H -1.06 0.52 -3.24 0.5934
H -2.12 1.95 -2.87 0.6529
H 1.17 2.75 -5.31 0.4151
H 0.10 1.35 -5.54 0.5739
H 1.28 1.41 -4.15 -0.5618
O -1.63 2.52 -0.85 -1.6903
C -0.85 1.51 -0.16 0.1729
C -0.76 0.01 -0.76 -0.6342
O 0.04 -1.09 -0.24 2.3083
H -1.25 1.30 0.83 1.4382
H 0.15 1.88 0.03 0.4709
H -0.39 0.05 -1.79 -2.1764
H -1.77 -0.34 -0.97 1.2993
O -0.48 2.11 4.24 -0.3677
C 0.46 1.99 3.49 0.2451
O 1.72 2.47 3.78 -0.4212
C 2.58 2.41 2.61 -1.1162
C 1.90 1.44 1.68 2.4860
C 0.48 1.52 2.07 0.4396
H 3.60 2.07 2.77 0.4118
H 2.68 3.42 2.20 0.2468
H 2.48 0.51 1.68 -1.1667
H 2.06 1.73 0.64 -1.8355
H -0.01 0.54 2.06 -0.9771
H -0.08 2.36 1.64 -0.8878
O -6.55 1.73 -1.53 -0.6327
C -5.48 1.14 -1.65 0.0946
O -4.35 1.65 -1.10 -0.6308
C -3.30 0.70 -1.19 1.1760
C -3.85 -0.42 -1.99 -0.4930
C -5.29 -0.14 -2.37 -0.4575
H -2.86 0.34 -0.26 -2.3508
H -2.49 1.17 -1.75 -1.4673
H -3.74 -1.30 -1.35 -0.1601
H -3.21 -0.62 -2.84 0.5005
H -5.95 -0.89 -1.91 0.3192
H -5.47 0.17 -3.40 0.2662
C 0.27 -1.83 -2.67 2.5502
Cl -0.15 -2.44 -4.36 -0.2382
Cl 2.03 -2.16 -2.36 -0.2766
H 0.08 -0.76 -2.60 -0.4198
H -0.44 -2.29 -1.98 0.1366
C 2.37 0.30 -1.28 0.9898
Cl 3.95 0.95 -0.53 -0.2441
Cl 2.17 0.84 -3.00 -0.0857
H 2.41 -0.79 -1.18 -0.4258
H 1.48 0.70 -0.79 -1.1963
C -3.39 2.23 1.01 2.8751
Cl -4.82 3.07 0.48 -0.2706
Cl -3.24 2.65 2.65 -0.1253
H -3.55 1.15 0.98 -0.6636
H -2.58 2.62 0.39 -2.3219
C -0.80 3.98 1.17 2.1910
Cl 0.67 4.59 1.92 -0.1978
Cl -2.05 5.22 1.30 -0.1821
H -0.70 3.57 0.17 -0.7654
H -1.17 3.21 1.83 -0.6801
C -3.18 -1.44 0.64 1.2545
Cl -3.17 -0.97 2.35 -0.2018
Cl -3.85 -2.99 0.57 -0.1330
H -3.78 -0.68 0.14 1.1532
H -2.14 -1.33 0.33 -0.4861

Record 2
41
Properties=species:S:1:pos:R:3:mulliken_charge:R:1 method="wB97M-V/def2-TZVPD" multiplicity=7 charge=+3 s_squared=13.023
C 3.75 -3.40 0.61 -0.5126
O 3.73 -2.91 -0.70 -0.0539
C 3.48 -1.55 -0.97 -0.4985
C 2.32 -0.90 -0.18 0.0246
C 1.85 0.26 -1.06 -1.5206
N 0.83 1.18 -0.46 0.3796
C 1.27 2.58 -0.36 -0.8109
C 2.19 2.93 0.81 -0.4386
O 3.15 1.91 1.02 -0.4923
C 0.01 0.73 0.49 0.5938
O -0.20 1.19 1.62 -0.7944
O -0.65 -0.36 0.03 -0.1313
O -1.08 -1.15 1.15 -0.1476
C -2.44 -1.45 1.15 0.1367
O -2.76 -2.33 1.88 -0.3995
C -3.40 -0.69 0.32 0.7937
C -3.44 0.69 0.19 0.2260
C -4.37 1.36 -0.59 -0.1792
C -5.31 0.60 -1.27 -0.7849
C -5.31 -0.77 -1.14 -0.7001
C -4.36 -1.42 -0.35 -0.5312
H 2.73 -3.78 0.80 0.3649
H 4.42 -4.25 0.62 0.2943
H 4.03 -2.64 1.33 0.3442
H 3.30 -1.51 -2.04 0.4487
H 4.42 -1.01 -0.78 0.3517
H 1.54 -1.65 -0.09 0.4689
H 2.66 -0.55 0.78 0.3092
H 2.70 0.87 -1.32 0.5262
H 1.46 -0.14 -1.99 0.5319
H 0.41 3.25 -0.35 0.2997
H 1.78 2.80 -1.29 0.4834
H 2.67 3.88 0.61 0.4101
H 1.61 3.07 1.72 0.2645
H 3.04 1.56 1.91 0.3228
H -2.71 1.27 0.71 -0.6396
H -4.37 2.44 -0.68 0.3422
H -6.03 1.10 -1.90 0.4548
H -6.05 -1.36 -1.65 0.4566
H -4.38 -2.49 -0.26 0.5292
Tb -2.47 2.62 1.66 2.2776

no.,energy (a.u.)
1,-7021.70134
2,-1874.19699